# C25H39Br2ClFN3O2P

2 unconnected molecules or ions with the total composition C25H39Br2ClFN3O2P at a distorted geometry (ωB97M-V with the def2-TZVPD basis set, the OMol25 dataset).

Each line ends with the Mulliken charge.
Element x y z (Å)
Br  -3.62287  1.83774  -3.92234  -0.096
Br  -1.40258  4.65420  -1.05750  -0.058
Cl  3.64893  1.32437  1.60001  -0.192
P  0.79149  -0.80512  -2.75347  0.053
F  5.46151  -2.20876  -0.55643  -0.364
O  -2.05404  -4.11845  2.19316  -0.557
O  -0.75494  0.66680  0.73201  -0.176
N  -1.06597  0.96973  -2.03192  -0.334
N  1.66787  0.37344  -3.30443  -0.760
N  -3.37638  -3.69448  0.34574  -0.351
C  7.25962  -0.71886  -0.24080  -0.480
C  -3.31498  0.96541  -0.76366  -1.531
C  -1.21207  1.90014  0.21056  -1.587
C  6.64801  -2.28742  1.48266  -0.274
C  2.24653  0.21987  1.34331  0.461
C  -3.69873  -0.35326  -1.50208  -1.059
C  -2.91392  -2.37515  -0.13793  -0.141
C  6.46035  -1.73912  0.23054  0.422
C  -0.38788  -0.21735  -1.44588  1.682
C  -4.37420  -3.80248  2.65826  -1.116
C  -2.00877  1.71732  -1.11646  2.732
C  -2.20583  3.08179  -1.79944  -1.471
C  2.80378  -1.19264  1.22270  -1.398
C  -1.58723  2.46662  3.74974  -0.830
C  8.27328  -0.22732  0.56758  -0.378
C  -2.86313  3.28560  -2.95062  0.779
C  1.59341  0.67121  0.02660  -0.934
C  -3.04886  4.61562  -3.61797  -1.545
C  0.22117  0.01815  -0.06463  -0.469
C  -2.02503  1.86376  2.62176  -0.389
C  -3.16791  -3.88091  1.74105  0.621
C  -2.02149  2.62250  1.30610  -1.537
C  7.67165  -1.79967  2.28222  -0.413
C  -4.08008  -1.46205  -0.50491  -1.089
C  8.48259  -0.76936  1.82764  -0.504
H  -1.50660  0.69264  -2.91556  0.810
H  -4.52925  -1.03833  0.39048  0.316
H  7.83500  -2.22545  3.26266  0.369
H  7.08514  -0.31524  -1.22964  0.409
H  -0.33017  2.51052  0.01502  1.078
H  -2.98370  -0.71014  -2.23931  0.679
H  -1.08261  -1.04364  -1.32474  -1.717
H  1.57064  1.75756  0.06262  0.294
H  -3.78522  4.50853  -4.40861  0.434
H  3.34292  -1.33304  0.29112  0.251
H  -4.12817  1.66687  -0.91968  0.597
H  1.57672  0.30372  2.19210  0.359
H  -4.61344  -4.79626  3.02621  0.336
H  -0.03648  -1.42291  -3.71550  0.154
H  -3.34789  0.73155  0.29406  0.430
H  0.31270  -0.97654  0.36666  0.419
H  6.00080  -3.08546  1.82308  0.453
H  1.53561  -1.81572  -2.11333  0.154
H  -2.26552  -2.57061  -0.99203  0.121
H  -1.56324  3.58187  1.49353  0.724
H  2.28318  0.38230  -0.75736  0.328
H  -4.60791  -0.14733  -2.05625  0.630
H  -2.34406  -1.91286  0.66808  0.299
H  -4.36469  -3.80856  0.16410  0.315
H  -5.26213  -3.43215  2.14893  0.346
H  -3.05249  2.83038  1.00189  0.345
H  3.52403  -1.35643  2.01893  0.531
H  -1.93982  3.47024  3.95948  0.304
H  -3.42479  5.35785  -2.92476  0.452
H  2.02465  -1.94178  1.35715  0.294
H  -0.90354  1.97067  4.42538  0.266
H  -4.16534  -3.14917  3.49737  0.307
H  -2.42353  0.85689  2.63283  0.469
H  -4.84443  -2.06055  -0.99966  0.557
H  -0.32542  1.63611  -2.30038  0.761
H  9.27619  -0.38904  2.45609  0.387
H  2.64498  0.16351  -3.13905  0.303
H  8.89904  0.57989  0.21260  0.379
H  -2.12445  4.92824  -4.09568  0.336

Atoms 1-6, force components in eV/Å:
Br 0.106 0.001 0.034
Br -0.037 -0.232 -0.203
Cl -0.152 0.041 0.198
P 1.416 0.715 0.028
F -0.019 -0.014 -0.017
O -1.368 0.822 -0.776

The charge is +1. The value obtained for the HOMO-LUMO gap is 8.263 eV. As for the multiplicity: 1. For the HOMO energy, the calculation gives -10.949 eV.


# C14H31O3P

A single C14H31O3P molecule at a distorted geometry (ωB97M-V with the def2-TZVPD basis set, the OMol25 dataset).

Each line ends with the Mulliken charge.
Element x y z (Å)
P  0.70533  0.52065  -1.08137  0.954
O  -1.77349  1.34151  -0.56237  -0.146
O  1.51238  -0.03820  -2.18063  -0.893
O  2.30835  2.21917  0.43735  -0.372
C  3.60822  2.09777  -0.11267  -0.742
C  -3.12783  1.58575  -0.88680  -0.608
C  0.55565  -0.49150  0.45103  -0.289
C  -4.68596  -0.34284  1.07128  -1.175
C  -1.01612  0.89257  -1.64785  -0.893
C  4.64638  -1.43456  1.11571  -1.249
C  1.24435  2.20215  -0.46949  -0.743
C  4.28518  0.04317  1.19645  -0.455
C  -3.85874  0.88021  1.44938  -0.163
C  4.11660  0.65960  -0.19002  -0.195
C  -3.87659  1.97682  0.38321  -0.745
C  -0.50705  -1.58034  0.36570  -0.452
C  -1.31197  -3.62962  -0.86907  -1.451
C  -0.20302  -2.59375  -0.73374  -0.157
H  5.07478  0.66371  -0.71337  0.478
H  0.73977  -3.09714  -0.50796  0.272
H  -1.07375  -4.34534  -1.65190  0.411
H  3.88188  -1.98699  0.57291  0.236
H  -3.19210  2.39766  -1.62854  0.319
H  -3.56981  0.68581  -1.33975  0.337
H  3.35558  0.17012  1.75508  0.282
H  -2.25677  -3.15093  -1.11958  0.283
H  0.33777  0.19273  1.27182  0.554
H  -2.82370  0.58531  1.62650  0.079
H  3.41684  0.06736  -0.78003  0.030
H  -5.71405  -0.05792  0.85661  0.369
H  1.53970  -0.93531  0.61741  -0.047
H  -1.48060  -1.12199  0.18466  -0.263
H  -4.25155  1.29828  2.37864  0.401
H  0.39027  2.63702  0.05730  0.315
H  4.25183  2.67859  0.55777  0.426
H  -0.95043  1.65078  -2.44764  0.559
H  -1.44374  -4.17285  0.06468  0.342
H  -3.40413  2.87239  0.78995  0.308
H  5.59118  -1.56627  0.59297  0.371
H  -0.07038  -2.06662  -1.68075  0.280
H  -4.90599  2.22215  0.11543  0.404
H  5.06795  0.58048  1.73761  0.445
H  -0.56286  -2.09644  1.32919  0.604
H  1.46721  2.81109  -1.36089  0.380
H  3.63325  2.55627  -1.10986  0.350
H  -4.27818  -0.84055  0.19505  0.200
H  -1.44039  -0.01803  -2.10025  0.355
H  4.74136  -1.86312  2.11101  0.350
H  -4.69263  -1.05882  1.88980  0.343

Atoms 1-6, force components in eV/Å:
P -0.545 0.796 0.874
O -0.096 0.080 0.319
O 0.396 -0.381 -0.507
O 0.016 -0.130 0.309
C 0.411 -0.074 -0.189
C -0.393 0.208 0.028

The value obtained for the HOMO-LUMO gap is 9.990 eV. The SMILES is CCCCOCP(=O)(CCCC)COCCCC. Its energy relative to the best compared isomer or geometry (same formula, charge and spin) is 0.00 kJ/mol. As for the multiplicity: 1. For the HOMO energy, the calculation gives -9.126 eV.


# C22H32N4O4S

A single C22H32N4O4S molecule at a distorted geometry (ωB97M-V with the def2-TZVPD basis set, the OMol25 dataset).

Each line ends with the Mulliken charge.
Element x y z (Å)
S  0.06334  2.60150  2.30048  -0.236
O  3.00552  -3.10294  0.47183  -0.672
O  1.95108  3.02299  0.46135  -0.365
O  0.90276  -2.22042  0.35110  0.091
O  -3.20457  1.26984  2.24625  -0.699
N  1.57819  1.43644  -0.99914  -0.704
N  2.47171  -1.51251  -1.04343  -0.008
N  -2.00494  0.51144  0.44488  0.612
N  0.65592  1.31898  -0.01956  0.345
C  -4.88084  -0.35487  -2.45395  -0.763
C  3.74918  -1.50955  -1.71859  -0.989
C  -2.16469  0.96538  1.70364  0.592
C  -5.29124  0.19533  -1.24718  0.887
C  4.23912  -0.08798  -1.98323  -0.557
C  -6.74174  0.46869  -0.98898  -1.620
C  4.59936  0.63645  -0.68771  -0.383
C  0.33917  -3.15152  1.30903  1.430
C  4.79445  2.14418  -0.85963  -0.919
C  2.33757  2.43626  -0.70038  0.482
C  -2.57098  -0.32473  -1.73647  1.088
C  2.19903  -2.35024  -0.02232  0.683
C  -0.84125  1.02425  2.48133  0.138
C  -2.98591  0.23442  -0.51952  0.420
C  -3.54154  -0.60764  -2.68572  -0.924
C  -1.12656  -0.61414  -2.02413  -0.919
C  0.89650  2.26983  0.83311  0.191
C  0.50763  -4.59031  0.81806  -1.855
C  0.99388  -2.96272  2.67747  -1.551
C  -1.14968  -2.80297  1.37149  -1.415
C  3.55404  2.87610  -1.41302  -1.003
C  -4.33346  0.48513  -0.28806  -0.773
H  -1.65427  -3.48718  2.04718  0.538
H  0.07828  -4.69681  -0.17607  0.362
H  4.44724  -2.05869  -1.08192  0.488
H  5.52012  0.21210  -0.28277  0.544
H  0.88912  -1.93123  3.00860  0.208
H  2.05076  -3.20762  2.61898  0.389
H  1.55995  -4.85580  0.77762  0.385
H  5.10863  -0.12626  -2.64098  0.408
H  -1.60063  -2.89007  0.38640  0.352
H  -0.15577  0.23016  2.18915  -0.620
H  3.81249  0.44992  0.04518  0.108
H  -7.14183  1.14336  -1.74498  0.351
H  -1.04632  0.39394  0.12196  -0.344
H  3.42809  2.65959  -2.47288  0.358
H  -4.63141  0.91146  0.65520  0.558
H  1.76286  -0.86550  -1.35540  0.002
H  5.62681  2.33325  -1.53906  0.365
H  -1.07046  0.96735  3.54549  0.508
H  -7.31502  -0.45677  -1.03317  0.330
H  -3.23963  -1.03835  -3.63011  0.365
H  3.44055  0.44653  -2.49735  0.267
H  -0.00210  -5.26817  1.49674  0.470
H  5.04918  2.57350  0.11160  0.401
H  -1.03300  -1.10432  -2.99035  0.359
H  -0.54336  0.30555  -2.05394  0.237
H  -1.29853  -1.78902  1.73050  0.147
H  0.51794  -3.61387  3.40500  0.456
H  3.65727  -2.04429  -2.67308  0.327
H  -5.61187  -0.58728  -3.21470  0.408
H  3.67858  3.95118  -1.28027  0.420
H  -6.88227  0.91836  -0.00993  0.321
H  -0.69378  -1.26623  -1.26603  -0.071

Atoms 1-6, force components in eV/Å:
S -0.206 0.144 0.415
O 0.179 -0.272 0.221
O -0.006 0.037 0.190
O -0.068 0.111 -0.013
O -0.224 0.082 0.144
N 0.967 0.391 -0.859

The value obtained for the HOMO-LUMO gap is 8.623 eV. The SMILES is Cc1ccc(C)c(NC(=O)CSc2nnc(CCCCCNC(=O)OC(C)(C)C)o2)c1. Its energy relative to the best compared isomer or geometry (same formula, charge and spin) is 17.86 kJ/mol. As for the multiplicity: 1. For the HOMO energy, the calculation gives -8.124 eV.